Record 1
Formula: C11H16P2SSe3TeZn
Source: the OMol25 dataset
Level of theory: ωB97M-V with the def2-TZVPD basis set

Calculated values
Net charge   -1
Lowest unoccupied orbital energy (spin up / spin down)   2.009 / 2.008 eV
Energy   -292830.800 eV
Spin multiplicity   2
Molar mass   672.13 g/mol
Maximum force   4.552 eV/Å

Each line ends with the Löwdin spin population.
Element x y z (Å)
Zn: 3.84 0.27 1.05  0.00
Se: 3.01 0.01 3.28  0.00
Se: 5.46 0.40 3.44  0.00
Te: 7.26 -0.62 2.14  0.00
Se: 6.21 -0.09 -0.11  0.00
C: 0.38 -1.83 -1.96  0.02
P: -0.04 -1.35 -0.29  0.05
C: 0.38 -2.70 0.94  0.01
C: -1.70 -0.77 0.10  0.17
C: -2.85 -1.54 0.12  0.02
C: -4.10 -0.89 0.29  0.18
C: -4.19 0.50 0.30  0.12
C: -3.02 1.30 0.27  0.06
C: -1.74 0.66 0.23  0.26
P: -0.13 1.46 -0.31  0.06
C: -0.03 1.93 -2.04  0.02
C: 0.13 2.94 0.76  0.01
H: -0.25 -2.59 -2.48  0.00
H: 1.41 -2.26 -2.05  0.00
H: 0.43 -0.96 -2.53  0.00
H: 1.00 -3.46 0.46  0.00
H: -0.54 -3.01 1.36  0.00
H: 1.07 -2.22 1.67  0.00
H: -2.77 -2.63 -0.12  0.00
H: -4.96 -1.60 0.35  0.01
H: -5.20 0.95 0.16  0.01
H: -3.12 2.40 0.22  0.00
H: -0.54 1.26 -2.75  0.00
H: 0.99 1.89 -2.44  0.00
H: -0.48 2.93 -2.14  0.00
H: -0.61 3.66 0.48  0.00
H: 1.16 3.23 0.51  0.00
H: 0.05 2.71 1.81  0.00
S: 2.58 0.00 -0.67  0.00
C: 0.91 0.04 -0.01  0.00

Record 2
Formula: C11H16Si
Source: the OMol25 dataset
Level of theory: ωB97M-V with the def2-TZVPD basis set

Calculated values
Structure (SMILES)   C/C=C/[Si@@H](CC)c1ccccc1
Net charge   0
Lowest unoccupied orbital energy   0.938 eV
Energy   -19541.420 eV
Energy relative to the best compared isomer or geometry (same formula, charge and spin)   3.113 eV
Molar mass   176.34 g/mol
Maximum force   4.417 eV/Å

Each line ends with the Löwdin charge.
Element x y z (Å)
C: -2.42 2.82 -0.97  -0.12
C: -1.61 1.74 -0.31  -0.30
C: -2.04 0.64 0.30  -0.12
Si: -0.54 -0.94 0.95  0.82
C: -0.85 -2.36 -0.27  -0.39
C: -1.50 -3.49 0.52  -0.23
C: 1.08 -0.05 0.48  -0.34
C: 1.74 0.75 1.36  -0.13
C: 2.98 1.37 1.07  -0.09
C: 3.51 1.24 -0.17  -0.11
C: 2.86 0.43 -1.12  -0.09
C: 1.66 -0.20 -0.82  -0.09
H: -2.20 3.79 -0.62  0.06
H: -3.41 2.49 -1.23  0.06
H: -2.09 2.84 -2.04  0.08
H: -0.53 2.00 -0.29  0.08
H: -3.13 0.42 0.24  0.04
H: -0.76 -1.46 2.31  -0.02
H: -1.62 -2.15 -1.09  0.09
H: 0.07 -2.79 -0.67  0.06
H: -1.04 -3.49 1.64  0.08
H: -2.58 -3.33 0.77  0.08
H: -1.31 -4.40 -0.01  0.05
H: 1.37 0.59 2.38  0.10
H: 3.42 2.19 1.64  0.10
H: 4.52 1.73 -0.42  0.13
H: 3.41 0.25 -2.01  0.09
H: 1.00 -0.65 -1.62  0.12

Record 3
Formula: C11H17B2FeN7
Source: the OMol25 dataset
Level of theory: ωB97M-V with the def2-TZVPD basis set

Calculated values
Net charge   0
Lowest unoccupied orbital energy (spin up / spin down)   -1.073 / -1.570 eV
Energy   -57849.709 eV
Energy relative to the best compared isomer or geometry (same formula, charge and spin)   4.168 eV
Spin multiplicity   5
Molar mass   324.77 g/mol
Maximum force   6.332 eV/Å

Each line ends with the Löwdin spin population.
Element x y z (Å)
H: -0.37 2.64 1.09  0.00
N: -0.08 1.46 -0.66  0.11
B: 0.62 0.56 -2.91  0.00
N: 0.53 1.70 -1.86  0.01
C: 0.94 2.98 -1.91  0.01
Fe: -1.22 -0.50 -0.18  3.26
H: 1.41 3.35 -2.81  0.00
C: 0.60 3.59 -0.71  0.00
H: 0.73 4.61 -0.43  0.00
C: 0.00 2.59 0.07  0.01
H: 1.06 0.94 -3.94  0.00
C: -1.12 -2.37 0.02  0.06
H: -1.41 -2.45 1.08  0.01
H: -0.26 -2.97 -0.26  0.01
H: -1.99 -2.74 -0.52  0.01
N: -0.79 -0.04 -3.07  0.00
N: 1.53 -0.52 -2.26  0.00
N: -1.48 -0.50 -1.93  0.03
N: 1.20 -1.10 -1.05  0.06
C: -1.61 -0.10 -4.13  0.04
C: 2.74 -0.93 -2.66  0.00
H: -1.27 0.25 -5.09  0.00
H: 3.17 -0.49 -3.54  0.00
C: -2.82 -0.64 -3.73  0.01
C: 3.20 -1.86 -1.73  0.00
C: -2.72 -0.90 -2.37  0.05
C: 2.20 -1.93 -0.74  0.00
H: -3.70 -0.85 -4.32  0.00
H: 4.12 -2.39 -1.75  0.00
H: -3.43 -1.34 -1.68  0.00
H: 2.18 -2.56 0.15  0.00
H: -2.10 0.80 -0.02  0.17
B: 0.18 0.39 4.02  0.02
C: -0.22 0.15 2.57  0.06
N: -0.60 -0.12 1.50  0.03
H: 1.25 -0.18 4.16  0.01
H: -0.71 -0.13 4.68  0.00
H: 0.24 1.59 4.17  0.01

Record 4
Formula: C11H17B2IrN7
Source: the OMol25 dataset
Level of theory: ωB97M-V with the def2-TZVPD basis set

Calculated values
Net charge   +2
Lowest unoccupied orbital energy (spin up / spin down)   -6.126 / -10.879 eV
Energy   -26282.307 eV
Spin multiplicity   6
Molar mass   461.15 g/mol
Maximum force   4.196 eV/Å

Each line ends with the Löwdin spin population.
Element x y z (Å)
H: -0.03 3.14 1.68  0.00
N: 0.28 1.75 0.06  0.16
B: 0.73 0.78 -2.28  0.01
N: 0.60 1.93 -1.27  0.03
C: 0.77 3.25 -1.51  0.02
Ir: 0.19 0.04 1.03  2.54
H: 1.04 3.58 -2.51  0.00
C: 0.53 3.95 -0.34  0.01
H: 0.57 5.03 -0.23  0.00
C: 0.22 3.00 0.63  0.03
H: 1.20 1.20 -3.29  0.00
C: -2.17 -2.88 2.43  0.01
H: -2.48 -3.20 3.42  0.00
H: -1.14 -3.24 2.24  0.00
H: -2.83 -3.28 1.67  0.00
N: -0.67 0.21 -2.61  0.14
N: 1.62 -0.32 -1.70  0.02
N: -1.46 -0.31 -1.60  0.21
N: 1.48 -0.77 -0.41  0.15
C: -1.30 0.16 -3.80  0.15
C: 2.65 -0.97 -2.31  0.05
H: -0.79 0.53 -4.68  0.00
H: 2.91 -0.74 -3.34  0.00
C: -2.56 -0.38 -3.59  0.42
C: 3.19 -1.86 -1.40  0.02
C: -2.61 -0.67 -2.21  0.04
C: 2.44 -1.71 -0.22  0.04
H: -3.31 -0.54 -4.36  0.02
H: 4.01 -2.54 -1.59  0.00
H: -3.46 -1.11 -1.69  0.00
H: 2.57 -2.22 0.73  0.00
H: -2.15 -1.79 2.37  0.01
B: 0.00 0.00 5.58  0.22
C: -0.01 -0.01 4.02  0.14
N: -0.02 -0.03 2.84  0.26
H: 0.99 -0.57 6.07  0.07
H: -0.99 -0.57 6.07  0.16
H: 0.00 1.14 6.07  0.06

Record 5
Formula: C11H17BMgN6O
Source: the OMol25 dataset
Level of theory: ωB97M-V with the def2-TZVPD basis set

Calculated values
Net charge   +2
Lowest unoccupied orbital energy (spin up / spin down)   -10.863 / -11.193 eV
Energy   -28774.505 eV
Molar mass   284.42 g/mol
Maximum force   4.850 eV/Å

Each line ends with the Löwdin charge.
Element x y z (Å)
C: -1.09 -2.12 1.61  0.01
N: -0.70 -0.97 1.05  0.06
N: -1.66 -0.02 1.36  0.05
C: -2.59 -0.57 2.16  0.05
C: -2.27 -1.91 2.34  0.13
B: -1.60 1.38 0.70  -0.44
N: -0.17 1.96 0.90  -0.03
N: 0.98 1.27 0.55  -0.02
C: 2.01 2.10 0.79  -0.09
C: 1.54 3.31 1.34  0.00
C: 0.15 3.17 1.40  -0.02
Mg: 1.30 -0.82 -0.01  0.67
N: -1.82 1.17 -0.84  0.03
N: -0.93 0.36 -1.52  0.14
C: -1.36 0.28 -2.78  -0.02
C: -2.52 1.07 -2.94  0.12
C: -2.77 1.61 -1.68  0.07
H: -0.82 -0.32 -3.51  0.15
H: -3.54 2.27 -1.30  0.16
H: -3.08 1.21 -3.84  0.14
H: -2.44 2.10 1.14  0.13
H: -0.62 3.83 1.76  0.14
H: -3.40 0.04 2.53  0.16
H: 2.12 4.15 1.64  0.11
H: -2.81 -2.64 2.92  0.15
H: 3.04 1.83 0.57  0.11
H: -0.52 -3.03 1.44  0.14
H: 2.51 -0.06 -1.43  0.08
C: 3.23 -0.49 -0.71  0.00
H: 3.97 0.28 -0.50  0.07
H: 2.86 -0.80 0.32  0.05
H: 3.71 -1.36 -1.16  0.08
C: 1.88 -3.68 -0.88  -0.23
O: 1.08 -2.63 -0.45  -0.40
H: 2.27 -3.53 -1.90  0.08
H: 1.30 -4.62 -0.86  0.09
H: 2.76 -3.81 -0.23  0.09

Record 6
Formula: C11H17BiBr2N2O2
Source: the OMol25 dataset
Level of theory: ωB97M-V with the def2-TZVPD basis set

Calculated values
Net charge   +2
Lowest unoccupied orbital energy   -8.528 eV
Energy   -164667.140 eV
Energy relative to the best compared isomer or geometry (same formula, charge and spin)   0.533 eV
Molar mass   578.06 g/mol
Maximum force   0.724 eV/Å

Each line ends with the Löwdin charge.
Element x y z (Å)
Bi: -0.66 -0.96 -1.33  1.75
N: -1.35 1.22 -0.63  -0.11
C: -1.91 1.96 -1.82  -0.22
C: -0.82 2.44 -2.77  -0.17
C: -0.12 1.36 -3.59  -0.20
N: 0.64 0.42 -2.70  -0.11
H: -2.09 1.07 0.06  0.07
H: -0.64 1.79 -0.18  0.12
H: -2.49 2.81 -1.46  0.14
H: -2.61 1.29 -2.33  0.12
H: -0.08 3.02 -2.21  0.13
H: -1.27 3.14 -3.47  0.14
H: 0.56 1.82 -4.30  0.14
H: -0.85 0.77 -4.15  0.13
H: 1.29 0.95 -2.11  0.12
H: 1.23 -0.21 -3.25  0.12
Br: -4.03 -1.23 -0.35  0.62
C: -3.52 -2.55 0.96  -0.94
Br: -1.59 -2.62 1.20  0.69
H: -3.84 -3.52 0.61  0.02
H: -3.95 -2.29 1.92  0.02
O: 2.67 -2.94 0.10  0.19
C: 2.00 -1.98 0.26  -0.49
O: 1.18 -1.59 -0.81  -0.40
C: 1.95 -1.19 1.53  -0.16
C: 3.02 -1.39 2.40  0.01
C: 3.09 -0.68 3.59  -0.03
C: 2.09 0.22 3.93  -0.04
C: 1.00 0.41 3.09  -0.06
C: 0.95 -0.29 1.90  -0.11
H: 3.79 -2.10 2.12  0.13
H: 3.93 -0.84 4.26  0.13
H: 2.15 0.77 4.87  0.12
H: 0.21 1.08 3.38  0.11
H: 0.07 -0.18 1.28  0.01